Record 1
Here is the ion C4H7N2O with charge +1 at a distorted geometry from the Open Molecules 2025 dataset. Energies are from ωB97M-V/def2-TZVPD.

Each line ends with the Mulliken charge.
Geometry (Å):
C1 -0.501 0.851 1.438  -1.157
C2 0.351 -0.323 0.930  -0.137
C3 0.653 -0.212 -0.940  0.292
N1 1.031 0.298 -2.043  -0.273
N2 -0.193 -0.924 -0.272  0.056
C4 -0.869 -2.220 -0.372  0.142
O1 -1.467 -2.696 0.539  -0.373
H1 -1.073 1.506 0.740  0.311
H2 0.006 1.471 2.028  0.424
H3 -1.350 0.378 2.173  0.286
H4 1.108 -0.838 1.357  0.549
H5 1.794 0.875 -2.311  0.261
H6 0.377 0.138 -2.841  0.281
H7 -0.616 -2.489 -1.370  0.338

Total charge: +1
Lowest unoccupied orbital energy in eV: -4.69
Kohn-Sham gap in eV: 9.65
Structure (SMILES): C[C@@H]1C(=[NH2+])N1C=O
Energy relative to the best compared isomer or geometry (same formula, charge and spin) in kcal per mole: 107.07
Highest occupied orbital energy in eV: -14.34
E_tot in eV: -9278.1472

=====

Record 2
Here is a structure of composition C4H7N2P at a distorted geometry from the Open Molecules 2025 dataset. Energies are from ωB97M-V/def2-TZVPD.

Each line ends with the Mulliken charge.
Geometry (Å):
C1 0.021 1.460 0.389  -0.284
C2 -1.101 1.241 -0.474  -0.059
C3 0.579 0.517 1.206  -0.238
C4 -1.566 0.074 -0.910  -0.793
N1 0.061 -0.718 1.369  -0.266
N2 1.097 -1.720 -0.822  -0.451
P1 -0.381 -1.685 0.014  0.047
H1 0.491 2.428 0.223  0.314
H2 -1.568 2.198 -0.840  0.244
H3 1.437 0.972 1.749  0.263
H4 -2.430 -0.049 -1.437  0.440
H5 0.520 -1.276 2.058  0.294
H6 1.296 -2.553 -1.523  0.246
H7 1.543 -0.890 -1.000  0.244

Total charge: 0
Lowest unoccupied orbital energy in eV: 0.95
Kohn-Sham gap in eV: 8.89
Energy relative to the best compared isomer or geometry (same formula, charge and spin) in kcal per mole: 31.53
Highest occupied orbital energy in eV: -7.94
E_tot in eV: -16528.4426

=====

Record 3
Here is the ion C4H7N2S with charge +1 at a distorted geometry from the Open Molecules 2025 dataset. Energies are from ωB97M-V/def2-TZVPD.

Each line ends with the Mulliken charge.
Geometry (Å):
C1 -2.956 -0.536 -0.943  -0.237
C2 -2.299 0.408 -0.458  -0.221
N1 -1.694 1.527 0.035  -0.120
C3 -0.404 1.322 0.294  0.151
N2 0.444 0.370 -0.155  -0.284
S1 2.187 0.715 -0.417  0.117
C4 3.060 -0.737 0.166  -0.780
H1 -3.371 -1.350 -1.448  0.451
H2 -1.761 2.465 -0.310  0.345
H3 0.131 2.282 0.502  0.335
H4 0.003 -0.560 -0.550  0.303
H5 2.458 -1.670 0.302  0.300
H6 3.790 -0.559 0.977  0.309
H7 3.584 -1.083 -0.760  0.329

Total charge: +1
Lowest unoccupied orbital energy in eV: -4.78
Kohn-Sham gap in eV: 8.84
Structure (SMILES): C#CN/C=[NH+]/SC
Energy relative to the best compared isomer or geometry (same formula, charge and spin) in kcal per mole: 97.32
Highest occupied orbital energy in eV: -13.62
E_tot in eV: -18066.1720

=====

Record 4
Here is the ion C4H7N2S with charge +1 at a distorted geometry from the Open Molecules 2025 dataset. Energies are from ωB97M-V/def2-TZVPD.

Each line ends with the Mulliken charge.
Geometry (Å):
C1 -1.859 -0.832 0.253  -0.376
C2 -2.882 0.021 0.084  -0.158
C3 -0.569 -0.548 -0.051  0.435
C4 2.047 -0.472 -0.451  -0.238
N1 0.604 -0.518 -0.143  0.017
N2 2.440 0.831 0.132  -0.628
S1 -2.873 1.711 -0.268  -0.070
H1 -2.064 -1.791 0.721  0.350
H2 -3.976 -0.279 -0.016  0.300
H3 2.547 -1.380 -0.053  0.314
H4 -1.500 2.107 0.071  0.183
H5 2.221 -0.325 -1.505  0.321
H6 2.390 0.655 1.205  0.271
H7 3.473 0.821 0.021  0.279

Total charge: +1
Lowest unoccupied orbital energy in eV: -4.96
Kohn-Sham gap in eV: 8.77
Energy relative to the best compared isomer or geometry (same formula, charge and spin) in kcal per mole: 62.78
Highest occupied orbital energy in eV: -13.73
E_tot in eV: -18067.6700

=====

Record 5
Here is the ion C4H7N2S with charge +1 at a distorted geometry from the Open Molecules 2025 dataset. Energies are from ωB97M-V/def2-TZVPD.

Each line ends with the Mulliken charge.
Geometry (Å):
C1 -1.722 -0.228 0.217  -0.293
C2 -2.982 0.004 0.476  -0.438
C3 -1.505 1.984 1.015  -0.360
C4 0.493 0.910 0.408  -0.570
N1 -0.901 0.872 0.552  0.211
N2 1.102 -0.089 -0.545  -0.286
S1 -3.164 1.602 1.124  0.078
H1 -1.287 -1.078 -0.299  0.336
H2 -3.778 -0.676 0.466  0.445
H3 0.695 1.905 -0.136  0.423
H4 0.923 0.801 1.429  0.366
H5 2.047 0.001 -0.738  0.305
H6 0.397 0.031 -1.388  0.434
H7 1.064 -1.030 -0.120  0.349

Total charge: +1
Lowest unoccupied orbital energy in eV: -4.24
Kohn-Sham gap in eV: 8.66
Energy relative to the best compared isomer or geometry (same formula, charge and spin) in kcal per mole: 71.14
Highest occupied orbital energy in eV: -12.90
E_tot in eV: -18067.3073

=====

Record 6
Here is the ion C4H7N2S with charge +1 at a distorted geometry from the Open Molecules 2025 dataset. Energies are from ωB97M-V/def2-TZVPD.

Each line ends with the Mulliken charge.
Geometry (Å):
C1 1.613 1.280 0.056  -0.280
C2 0.206 1.420 -0.013  -0.013
C3 2.006 -1.047 -0.342  -0.211
C4 -2.676 -1.223 -0.010  -0.747
N1 2.254 0.129 0.020  -0.082
N2 -0.683 0.495 -0.122  -0.234
S1 -2.064 0.264 -0.773  0.217
H1 2.074 2.273 0.177  0.342
H2 -0.001 2.421 -0.041  0.391
H3 2.480 -1.962 -0.050  0.304
H4 -3.521 -0.906 0.662  0.312
H5 -1.869 -1.555 0.513  0.295
H6 -2.945 -2.054 -0.703  0.337
H7 3.126 0.465 0.626  0.368

Total charge: +1
Lowest unoccupied orbital energy (spin up / spin down) in eV: -5.98 / -6.23
Kohn-Sham gap (spin up / spin down) in eV: 7.32 / 6.08
Energy relative to the best compared isomer or geometry (same formula, charge and spin) in kcal per mole: 147.35
Highest occupied orbital energy (spin up / spin down) in eV: -13.30 / -12.32
E_tot in eV: -18064.0025

=====

Record 7
Here is the ion C4H7N2S with charge +1 at a distorted geometry from the Open Molecules 2025 dataset. Energies are from ωB97M-V/def2-TZVPD.

Each line ends with the Mulliken charge.
Geometry (Å):
C1 -1.423 1.201 -0.895  -0.272
C2 -0.751 2.350 -0.772  -0.148
C3 0.530 0.384 0.189  -0.003
C4 1.157 -0.810 0.781  -0.165
N1 -0.831 0.096 -0.431  -0.083
N2 0.277 -2.001 0.691  -0.702
S1 0.780 2.035 0.121  -0.108
H1 -2.220 1.056 -1.541  0.432
H2 -0.923 3.309 -1.210  0.416
H3 1.991 -0.944 0.208  0.332
H4 1.609 -0.607 1.750  0.411
H5 0.536 -2.558 -0.178  0.278
H6 -1.185 -0.867 -0.108  0.379
H7 0.452 -2.644 1.396  0.235

Multiplicity: 3
Expectation value of S²: 2.012
Total charge: +1
Lowest unoccupied orbital energy (spin up / spin down) in eV: -3.45 / -7.95
Kohn-Sham gap (spin up / spin down) in eV: 7.59 / 6.67
Energy relative to the best compared isomer or geometry (same formula, charge and spin) in kcal per mole: 31.30
Highest occupied orbital energy (spin up / spin down) in eV: -11.03 / -14.63
E_tot in eV: -18065.8295

=====

Record 8
Here is the ion C4H7N2S2 with charge +1 at a distorted geometry from the Open Molecules 2025 dataset. Energies are from ωB97M-V/def2-TZVPD.

Each line ends with the Mulliken charge.
Geometry (Å):
C1 1.154 1.206 -0.439  0.137
C2 -0.197 -0.574 0.095  0.416
C3 2.182 0.836 0.582  -0.578
C4 -2.885 -0.260 -0.198  -0.822
N1 0.045 0.602 -0.449  -0.254
N2 0.903 -1.425 0.046  -0.245
S1 2.548 -0.814 0.022  0.128
S2 -1.660 -1.412 0.341  0.000
H1 1.523 1.989 -1.178  0.351
H2 3.159 1.418 0.459  0.355
H3 1.881 0.995 1.696  0.280
H4 -3.889 -0.662 0.156  0.332
H5 -2.897 -0.187 -1.243  0.333
H6 -2.673 0.656 0.235  0.316
H7 0.805 -2.368 -0.125  0.253

Total charge: +1
Lowest unoccupied orbital energy in eV: -5.07
Kohn-Sham gap in eV: 8.23
Energy relative to the best compared isomer or geometry (same formula, charge and spin) in kcal per mole: 46.32
Highest occupied orbital energy in eV: -13.30
E_tot in eV: -28903.7891

=====

Record 9
Here is a cluster of 2 separate species, C4H7N3 in total at a distorted geometry from the Open Molecules 2025 dataset. Energies are from ωB97M-V/def2-TZVPD.

Each line ends with the Mulliken charge.
Geometry (Å):
C1 2.295 0.319 0.207  -0.777
N1 1.171 0.575 -0.679  -0.192
C2 -0.073 0.659 -0.220  0.010
N2 -1.143 0.995 -0.769  0.220
N3 -2.282 0.514 -1.004  -0.624
C3 -2.083 -1.361 0.749  -0.214
C4 -0.920 -1.269 1.086  -0.594
H1 2.058 0.715 1.196  0.325
H2 2.510 -0.754 0.298  0.281
H3 3.194 0.822 -0.164  0.304
H4 1.330 0.408 -1.665  0.249
H5 -2.931 1.303 -1.113  0.209
H6 -3.100 -1.478 0.464  0.401
H7 0.036 -1.394 1.533  0.401

Total charge: 0
Lowest unoccupied orbital energy in eV: 0.78
Kohn-Sham gap in eV: 9.15
Energy relative to the best compared isomer or geometry (same formula, charge and spin) in kcal per mole: 123.85
Highest occupied orbital energy in eV: -8.37
E_tot in eV: -8726.3085

=====

Q: What is the E_tot in the third record?
A: -18066.1720 eV